No. 1
A 2-piece molecular cluster, C22H24F3N7O4 overall. Source: the Open Molecules 2025 dataset; level of theory: ωB97M-V with the def2-TZVPD basis set.

CARTESIAN COORDINATES (ANGSTROEM)
O 0.570 1.548 2.184
C 0.240 2.617 1.684
N -0.638 3.476 2.331
C -1.270 3.287 3.568
C -0.732 2.521 4.615
C -1.427 2.362 5.815
C -2.668 2.975 5.988
C -3.222 3.768 4.970
C -4.529 4.411 5.175
N -5.304 4.290 6.215
N -6.411 5.064 5.979
N -6.349 5.654 4.838
N -5.174 5.256 4.316
C -2.504 3.919 3.767
C 0.743 2.956 0.336
C 0.683 4.266 -0.177
C 1.168 4.549 -1.458
C 1.724 3.536 -2.242
C 1.811 2.222 -1.754
C 2.399 1.100 -2.593
F 1.388 0.407 -3.173
F 3.220 1.587 -3.562
F 3.121 0.247 -1.817
C 1.311 1.949 -0.469
H -1.003 4.221 1.751
H 0.235 2.039 4.513
H -1.003 1.759 6.613
H -3.204 2.836 6.924
H -4.817 5.533 3.409
H -2.916 4.518 2.962
H 0.275 5.083 0.411
H 1.116 5.562 -1.846
H 2.089 3.780 -3.237
H 1.359 0.930 -0.089
C -0.471 -5.710 -4.278
N -0.762 -4.287 -4.108
C -0.058 -3.277 -3.577
O -0.573 -2.170 -3.641
C 1.349 -3.365 -2.941
N 1.351 -3.339 -1.462
C 0.754 -4.232 -0.677
C 0.738 -3.939 0.803
O 0.252 -5.261 -1.108
C 2.323 -4.391 -3.554
C 3.781 -3.995 -3.333
O 2.188 -5.680 -3.009
H -1.314 -6.194 -4.773
H 0.414 -5.854 -4.900
H -0.328 -6.196 -3.312
H -1.661 -3.982 -4.450
H 1.780 -2.407 -3.230
H 1.748 -2.528 -1.016
H 0.244 -4.760 1.320
H 0.188 -3.016 0.982
H 1.759 -3.840 1.166
H 2.152 -4.436 -4.629
H 4.429 -4.731 -3.810
H 4.005 -3.964 -2.267
H 3.974 -3.019 -3.776
H 1.456 -5.656 -2.368

The charge is 0. The LUMO energy comes out at -0.39 eV. For the frontier orbital gap, the calculation gives 8.81 eV. The calculation puts the HOMO energy at -9.20 eV. As for the spin multiplicity: 1. Its structure (SMILES) is O=C(Nc1cccc(-c2nnn[nH]2)c1)c1cccc(C(F)(F)F)c1.CNC(=O)[C@@H](NC(C)=O)[C@@H](C)O. As for the largest force on an atom: 2.12 eV/Å.



No. 2
C8H20ClNOTi as an isolated structure. Source: the Open Molecules 2025 dataset; level of theory: ωB97M-V with the def2-TZVPD basis set.

CARTESIAN COORDINATES (ANGSTROEM)
Ti 4.995 1.412 -9.485
Cl 2.299 1.267 -6.388
C -0.901 -2.607 1.714
C -1.380 -1.142 1.285
N -0.792 -0.586 -0.025
C -1.051 -1.569 -1.255
C -1.442 0.833 -0.315
C -0.976 1.577 -1.445
C 0.803 -0.472 0.067
C 1.301 0.215 1.373
O 0.728 1.511 1.527
C 1.357 2.232 2.533
H 0.174 -2.574 1.892
H -1.135 -3.437 1.047
H -1.430 -2.900 2.621
H -1.089 -0.429 2.056
H -2.463 -1.195 1.171
H -2.115 -1.791 -1.172
H -0.424 -2.405 -0.944
H -0.649 -1.115 -2.161
H -1.510 1.377 0.627
H -2.419 0.416 -0.560
H -0.724 1.021 -2.347
H -0.041 2.087 -1.213
H -1.771 2.285 -1.679
H 1.167 -0.025 -0.858
H 1.265 -1.458 0.023
H 2.383 0.334 1.324
H 1.130 -0.520 2.160
H 1.007 3.262 2.466
H 2.425 2.371 2.360
H 1.278 2.025 3.600

The charge is +1. The LUMO energy (spin up / spin down) comes out at -3.90 / -3.57 eV. For the frontier orbital gap (spin up / spin down), the calculation gives 5.36 / 5.70 eV. The calculation puts the HOMO energy (spin up / spin down) at -9.26 / -9.27 eV. As for the spin multiplicity: 4. As for the largest force on an atom: 4.35 eV/Å.



No. 3
A 4-piece molecular cluster, C23H37O5PS3 overall. Source: the Open Molecules 2025 dataset; level of theory: ωB97M-V with the def2-TZVPD basis set.

CARTESIAN COORDINATES (ANGSTROEM)
C 2.215 1.788 1.602
C 1.153 1.606 2.749
P -0.335 0.556 2.328
C -0.969 0.844 0.593
C 0.037 0.491 -0.579
C -0.084 -1.249 2.703
C -1.161 -1.916 3.239
C -0.983 -3.410 3.602
O -1.559 -3.961 4.517
C 0.034 -4.211 2.754
C 1.112 -3.556 2.213
C 2.134 -4.413 1.406
C 2.773 -3.681 0.196
C 2.236 -3.994 -1.138
C 2.811 -3.380 -2.336
C 3.941 -2.434 -2.274
C 4.444 -2.121 -0.927
C 3.877 -2.737 0.281
C 1.239 -2.045 2.488
O 2.288 -1.442 2.580
H 1.773 2.418 0.798
H 2.595 0.810 1.235
H 3.083 2.367 2.019
H 0.790 2.584 3.170
H 1.686 1.102 3.600
H -1.866 0.183 0.460
H -1.341 1.893 0.524
H 0.726 -0.354 -0.359
H 0.603 1.431 -0.812
H -0.581 0.306 -1.502
H -2.119 -1.378 3.425
H -0.129 -5.296 2.607
H 2.938 -4.799 2.077
H 1.568 -5.306 1.033
H 1.396 -4.699 -1.294
H 2.428 -3.605 -3.367
H 4.379 -1.991 -3.190
H 5.300 -1.421 -0.826
H 4.329 -2.469 1.256
C 0.388 7.473 2.081
S 0.711 5.775 2.591
O 0.644 4.921 1.372
C -0.834 5.551 3.491
H 1.220 7.810 1.464
H -0.535 7.518 1.503
H 0.311 8.110 2.964
H -1.680 5.715 2.823
H -0.872 6.252 4.327
H -0.865 4.531 3.873
C -4.564 1.682 -0.726
S -4.475 3.294 0.078
O -3.526 3.170 1.221
C -6.145 3.254 0.756
H -3.599 1.478 -1.190
H -4.783 0.910 0.013
H -5.338 1.701 -1.494
H -6.263 2.382 1.401
H -6.868 3.222 -0.059
H -6.299 4.161 1.340
C -0.488 -4.378 -6.561
S 0.989 -3.396 -6.884
O 1.957 -3.676 -5.788
C 0.230 -1.799 -6.537
H -0.233 -5.430 -6.681
H -0.834 -4.202 -5.541
H -1.267 -4.110 -7.275
H -0.162 -1.787 -5.519
H -0.572 -1.614 -7.253
H 0.992 -1.028 -6.642

The charge is 0. The LUMO energy comes out at -0.66 eV. For the frontier orbital gap, the calculation gives 6.51 eV. The calculation puts the HOMO energy at -7.17 eV. As for the spin multiplicity: 1. As for the largest force on an atom: 3.68 eV/Å.



No. 4
CH3Cl2OP as an isolated structure. Source: the Open Molecules 2025 dataset; level of theory: ωB97M-V with the def2-TZVPD basis set.

CARTESIAN COORDINATES (ANGSTROEM)
C 0.781 0.171 0.160
O -0.454 0.618 0.108
P -1.883 0.376 0.876
Cl 0.855 -2.343 -1.124
Cl -2.964 1.376 -0.465
H 0.957 -1.055 -0.234
H 1.304 0.030 1.093
H 1.404 0.827 -0.414

The calculation puts the relative energy (zero: lowest compared OMol25 entry of this formula, charge and spin) at 102.98 kcal per mole. The charge is 0. The LUMO energy (spin up / spin down) comes out at -1.44 / -2.32 eV. For the frontier orbital gap (spin up / spin down), the calculation gives 7.99 / 6.13 eV. The calculation puts the HOMO energy (spin up / spin down) at -9.43 / -8.46 eV. As for the spin multiplicity: 1. As for the largest force on an atom: 2.11 eV/Å.